# C25H29BrI2O7PS

A cluster of 2 separate species, C25H29BrI2O7PS in total (ωB97M-V/def2-TZVPD, OMol25).

The geometry in XYZ format:
```
66
Properties=species:S:1:pos:R:3:forces:R:3:nbo_charge:R:1
C 0.066921 -1.971742 2.354430 0.004 0.399 0.294 -0.618
C 0.947036 -0.824699 1.832836 0.334 -0.558 -0.048 -0.446
C 0.745041 -0.330608 0.371731 -0.459 0.779 0.145 -0.065
C -0.388561 -1.064154 -0.360593 0.078 -0.136 -0.068 -0.644
C 0.204468 1.138266 0.472930 -0.490 -0.595 -0.412 0.081
C -1.124391 1.240174 1.221928 -0.014 0.286 -0.088 -0.453
C -2.333558 1.771147 0.476212 -0.317 0.036 0.168 -0.021
C -3.468100 2.050745 1.239885 -0.247 0.124 -0.266 -0.217
C -4.636430 2.508118 0.650503 -0.194 0.106 -0.006 -0.169
C -4.695833 2.717201 -0.718916 0.526 -0.124 -0.243 -0.215
C -3.581284 2.451226 -1.503264 0.056 -0.094 0.297 -0.042
C -3.582320 2.674824 -2.988277 0.324 -0.287 0.114 -0.622
C -2.420749 1.969295 -0.892720 0.070 0.019 -0.122 -0.203
O 1.107434 2.032260 1.145363 0.262 -0.126 0.103 -0.730
S 2.424486 2.368472 0.301394 0.169 0.176 0.052 2.408
O 3.268828 3.104678 1.180173 0.068 0.116 0.265 -0.931
O 2.007692 2.963221 -0.924618 -0.081 -0.078 -0.314 -0.930
C 3.081430 0.700098 0.182223 0.212 -0.540 0.160 -0.656
C 4.529684 0.557528 -0.126454 -0.630 1.320 -2.418 -0.154
I 5.632533 -0.641530 1.715134 0.722 -0.929 1.707 -0.636
C 5.321035 0.946852 -1.078628 -0.390 -1.238 1.929 -0.130
C 6.774627 0.608913 -1.135773 0.105 0.521 -0.811 -0.672
I 4.803555 2.259562 -2.798977 -0.201 1.051 -1.353 -0.305
C 2.102376 -0.343682 -0.433120 -0.158 -0.013 0.437 0.084
Br 1.710547 0.036210 -2.328884 0.067 0.140 -0.099 0.002
C 2.890281 -1.668790 -0.388666 -0.697 -0.491 -0.229 -0.525
C 2.182784 -2.961188 -0.713525 -0.110 0.134 -0.450 -0.008
C 1.721992 -3.834389 0.259528 0.112 -0.066 0.009 -0.209
C 1.108245 -5.026027 -0.088915 -0.138 -0.230 -0.036 -0.218
C 0.940632 -5.391594 -1.416738 0.150 0.236 0.236 -0.237
C 1.419151 -4.540724 -2.400850 0.026 0.055 0.188 -0.239
C 2.032099 -3.349958 -2.045298 0.000 -0.183 -0.060 -0.147
H -0.288217 -2.657052 1.598875 0.067 -0.167 -0.152 0.212
H -0.798621 -1.567446 2.871636 -0.297 0.009 -0.040 0.206
H 0.617275 -2.532764 3.104111 0.119 -0.179 0.094 0.204
H 0.810278 0.012673 2.506463 0.030 0.252 0.088 0.223
H 1.984967 -1.107364 1.982872 0.164 -0.104 -0.025 0.223
H -1.178968 -1.347576 0.320615 -0.090 -0.119 0.172 0.216
H -0.864885 -0.421663 -1.085249 0.009 0.262 -0.313 0.227
H -0.054572 -1.942688 -0.899386 0.044 -0.178 0.055 0.228
H 0.058789 1.486164 -0.544745 0.218 0.254 -0.102 0.222
H -0.958595 1.906843 2.062919 0.078 0.119 0.167 0.240
H -1.410127 0.294858 1.666434 0.032 -0.295 0.055 0.216
H -3.465722 1.911309 2.309287 0.093 -0.078 0.212 0.212
H -5.523367 2.707527 1.233291 -0.047 -0.036 0.238 0.274
H -5.594198 3.080311 -1.191841 -0.264 0.050 0.088 0.209
H -2.772300 2.098368 -3.428575 0.084 -0.070 -0.180 0.205
H -4.509094 2.346815 -3.447109 -0.228 0.116 -0.078 0.205
H -3.386051 3.715030 -3.228180 -0.153 0.255 -0.104 0.207
H -1.577045 1.755061 -1.533403 0.142 -0.008 -0.076 0.188
H 3.031635 0.426889 1.242375 -0.078 0.220 0.280 0.279
H 7.228358 1.055117 -2.015054 0.141 -0.003 -0.133 0.204
H 6.907393 -0.465275 -1.197670 0.073 -0.233 0.250 0.218
H 7.280635 1.014118 -0.267549 0.107 -0.163 0.329 0.224
H 3.331744 -1.766171 0.595110 0.265 0.067 0.137 0.262
H 3.686107 -1.571092 -1.114056 0.407 0.192 0.081 0.253
H 1.861119 -3.594440 1.299995 0.038 0.074 0.177 0.218
H 0.750678 -5.695082 0.679446 -0.013 -0.037 0.190 0.199
H 0.472986 -6.333687 -1.649854 -0.119 -0.139 -0.161 0.196
H 1.333123 -4.794145 -3.443980 -0.055 -0.096 -0.221 0.198
H 2.412144 -2.717259 -2.827332 0.093 0.229 -0.103 0.214
O -6.992548 2.871722 3.739285 -0.142 0.144 -0.101 -0.978
P -8.041112 2.509065 2.671186 -0.168 -0.062 0.153 2.421
O -8.043243 3.624809 1.608593 0.243 -0.137 0.017 -0.981
O -9.411897 2.361098 3.353981 0.207 -0.095 0.004 -1.003
O -7.688321 1.186219 1.967452 -0.165 0.147 -0.078 -0.977
```
Forces are in eV/Å.

Properties
- energy above the lowest of the compared OMol25 structures with the same formula, charge and spin (kJ/mol) = 0.0
- HOMO level (eV) = 2.513
- gap between HOMO and LUMO (eV) = 1.04
- charge = -3